A single C5H10O2 molecule, computed with ωB97M-V/def2-TZVPD.

Bonds (Å) are listed after each position.
CARTESIAN COORDINATES (ANGSTROEM)
1 O 2.322 -0.037 1.056  C2 1.412, H8 0.961
2 C 1.615 -0.559 -0.050  O1 1.412, C3 1.509, H9 1.102, H10 1.109
3 C 0.155 -0.339 0.266  C2 1.509, C4 1.553, C7 1.508, H11 1.099
4 C -0.353 1.128 0.252  C3 1.553, C5 1.546, H12 1.098, H13 1.102
5 C -1.857 0.920 -0.043  C4 1.546, O6 1.472, H14 1.100, H15 1.100
6 O -2.052 -0.499 -0.382  C5 1.472, C7 1.416
7 C -0.791 -1.092 -0.635  C3 1.508, O6 1.416, H16 1.108, H17 1.098
8 H 3.247 0.061 0.816  O1 0.961
9 H 1.847 -0.032 -0.989  C2 1.102
10 H 1.870 -1.626 -0.218  C2 1.109
11 H -0.053 -0.726 1.272  C3 1.099
12 H -0.148 1.598 1.224  C4 1.098
13 H 0.144 1.748 -0.512  C4 1.102
14 H -2.217 1.526 -0.887  C5 1.100
15 H -2.489 1.145 0.828  C5 1.100
16 H -0.525 -1.084 -1.710  C7 1.108
17 H -0.714 -2.131 -0.288  C7 1.098

The value obtained for the energy above the lowest of the compared OMol25 structures with the same formula, charge and spin is 40.3 kcal/mol. The max |F| is 0.9 eV/Å. For the HOMO-LUMO gap, the calculation gives 10.55 eV. The calculation puts the HOMO energy at -0.3558 Ha. Its SMILES is OC[C@H]1CCOC1. The total charge is 0.

Löwdin population analysis, charges in e, atoms 1 to 4: O -0.0543; C -0.2481; C -0.3141; C -0.1081